Entry 1:
Formula: C3H4ClFO
Source: the OMol25 dataset
Level of theory: wB97M-V/def2-TZVPD

Values from the calculation:
**Kohn-Sham gap**: 10.747 eV
**E_tot**: -20461.6782 eV
**ΔE to the lowest compared entry with this formula, charge and spin**: 23.94 kcal per mole
**LUMO level**: 0.795 eV

Each line ends with the natural charge from an NBO analysis.
Cartesian coordinates (Å):
C  0.431  0.676  0.190  0.061
C  0.427  -0.846  0.193  0.149
C  -0.816  -0.060  0.566  -0.311
H  0.404  0.586  -1.703  0.489
H  0.984  1.184  0.949  0.196
H  0.959  -1.474  0.909  0.195
H  -1.158  -0.008  1.584  0.234
O  0.490  1.295  -1.022  -0.675
F  0.412  -1.312  -1.101  -0.343
Cl  -2.134  -0.041  -0.563  0.006


Entry 2:
Formula: C15H14N4O4S
Source: the OMol25 dataset
Level of theory: wB97M-V/def2-TZVPD

Values from the calculation:
**Kohn-Sham gap**: 7.340 eV
**E_tot**: -40754.1605 eV
**ΔE to the lowest compared entry with this formula, charge and spin**: 347.63 kcal per mole
**LUMO level**: -1.245 eV

Each line ends with the natural charge from an NBO analysis.
Cartesian coordinates (Å):
O  -4.259  -1.331  1.673  -0.612
C  -3.248  -1.330  0.786  0.641
N  -2.055  -1.840  1.073  -0.388
N  -1.065  -1.867  0.297  -0.253
C  -0.028  -2.650  0.472  0.023
C  1.067  -2.429  -0.118  -0.258
C  2.281  -2.976  0.262  -0.095
C  3.301  -2.465  -0.994  -0.195
C  2.742  -1.686  -1.955  -0.460
S  1.162  -1.455  -1.650  0.451
H  3.237  -1.098  -2.695  0.263
H  4.251  -2.680  -0.933  0.191
H  2.616  -3.622  0.851  0.190
H  0.036  -3.027  1.545  0.183
H  -2.188  -2.474  1.847  0.394
C  -3.566  -0.725  -0.462  -0.559
C  -3.700  0.657  -0.463  -0.495
C  -2.563  1.684  -0.385  0.675
O  -2.534  3.023  -0.784  -0.693
N  -1.379  1.196  0.015  -0.635
C  -0.146  1.741  -0.077  0.146
C  0.795  1.094  0.766  -0.197
C  2.192  1.625  0.743  -0.017
C  2.439  2.831  0.384  -0.181
C  1.480  3.704  -0.586  -0.172
C  0.280  3.052  -0.460  -0.202
H  -0.577  3.438  -0.893  0.254
H  1.728  4.688  -0.741  0.226
H  3.432  3.115  0.395  0.227
N  3.265  0.652  1.330  0.560
O  4.381  1.216  1.175  -0.404
O  2.874  -0.406  1.605  -0.323
H  0.748  0.058  1.031  0.214
H  -1.369  0.024  0.066  0.429
H  -4.351  1.080  -1.375  0.271
H  -4.302  1.244  0.405  0.280
H  -4.349  -1.138  -1.221  0.288
H  -2.626  -0.921  -0.927  0.233


Entry 3:
Formula: C5H11NO
Source: the OMol25 dataset
Level of theory: wB97M-V/def2-TZVPD

Values from the calculation:
**Kohn-Sham gap**: 10.561 eV
**E_tot**: -8899.5017 eV
**ΔE to the lowest compared entry with this formula, charge and spin**: 50.63 kcal per mole
**LUMO level**: 1.103 eV

Each line ends with the natural charge from an NBO analysis.
Cartesian coordinates (Å):
C  2.025  0.346  -1.293  -0.617
C  1.158  -0.515  -0.407  -0.065
C  1.223  -0.405  1.069  -0.248
N  0.080  0.124  0.344  -0.449
C  -1.198  -0.572  0.520  -0.249
C  -2.372  0.408  0.275  -0.060
O  -2.006  1.494  -0.533  -0.722
H  1.582  0.480  -2.285  0.217
H  3.013  -0.117  -1.419  0.214
H  2.168  1.333  -0.839  0.216
H  0.942  -1.515  -0.794  0.191
H  1.872  0.338  1.530  0.200
H  1.071  -1.315  1.650  0.192
H  -1.250  -1.471  -0.110  0.182
H  -1.299  -0.884  1.563  0.192
H  -3.211  -0.109  -0.208  0.174
H  -2.734  0.745  1.262  0.146
H  -1.065  1.637  -0.325  0.486


Entry 4:
Formula: C5H10O2
Source: the OMol25 dataset
Level of theory: wB97M-V/def2-TZVPD

Values from the calculation:
**Kohn-Sham gap**: 10.207 eV
**E_tot**: -9440.5557 eV
**ΔE to the lowest compared entry with this formula, charge and spin**: 57.36 kcal per mole
**LUMO level**: 0.565 eV

Each line ends with the natural charge from an NBO analysis.
Cartesian coordinates (Å):
C  -1.943  0.800  -0.994  -0.246
O  -1.382  1.564  0.045  -0.736
C  1.403  0.924  -0.608  -0.338
C  1.496  -0.395  -0.478  -0.215
C  1.447  -1.088  0.867  -0.550
C  0.017  -1.519  1.108  0.472
O  -0.822  -0.802  1.608  -0.554
H  -2.000  1.442  -1.877  0.177
H  -2.959  0.449  -0.756  0.163
H  -1.326  -0.075  -1.255  0.153
H  1.353  1.398  -1.584  0.206
H  1.346  1.582  0.254  0.204
H  1.525  -1.032  -1.361  0.202
H  2.111  -1.961  0.892  0.224
H  1.730  -0.391  1.662  0.236
H  -0.265  -2.531  0.753  0.115
H  -1.219  0.961  0.787  0.487


Entry 5:
Formula: HNO3S
Source: the OMol25 dataset
Level of theory: wB97M-V/def2-TZVPD

Values from the calculation:
**Kohn-Sham gap**: 8.360 eV
**E_tot**: -18479.3140 eV
**ΔE to the lowest compared entry with this formula, charge and spin**: 31.13 kcal per mole
**LUMO level**: -1.342 eV

Each line ends with the natural charge from an NBO analysis.
Cartesian coordinates (Å):
N  -1.066  -0.387  -0.058  0.527
O  -0.402  -1.311  0.225  -0.299
O  -2.191  -0.167  -0.313  -0.298
O  1.492  0.528  0.473  -0.818
S  0.309  1.451  -0.176  0.392
H  1.858  -0.113  -0.152  0.495


Entry 6:
Formula: C4H12
Source: the OMol25 dataset
Level of theory: wB97M-V/def2-TZVPD

Values from the calculation:
**Kohn-Sham gap**: 11.743 eV
**E_tot**: -4340.6972 eV
**ΔE to the lowest compared entry with this formula, charge and spin**: 42.23 kcal per mole
**LUMO level**: 1.106 eV

Each line ends with the natural charge from an NBO analysis.
Cartesian coordinates (Å):
C  2.424  -0.299  0.622  -0.609
C  1.500  0.234  1.688  -0.608
H  3.501  -0.136  1.009  0.198
H  2.258  -1.364  0.453  0.202
H  2.355  0.193  -0.407  0.206
H  0.684  0.615  1.229  0.199
H  1.199  -0.587  2.504  0.207
H  2.041  1.132  2.014  0.206
C  -1.294  -0.055  -0.934  -0.629
C  -2.672  -0.031  -1.231  -0.614
H  -0.876  -0.803  -0.437  0.210
H  -0.745  0.233  -1.898  0.211
H  -0.945  0.905  -0.421  0.202
H  -3.382  0.742  -0.701  0.209
H  -3.157  -1.036  -1.116  0.211
H  -2.891  0.256  -2.376  0.200


Entry 7:
Formula: C36H51F9NO2S
Source: the OMol25 dataset
Level of theory: wB97M-V/def2-TZVPD

Values from the calculation:
**Kohn-Sham gap**: 8.226 eV
**E_tot**: -79029.1597 eV
**LUMO level**: -3.459 eV
**Net charge**: +1

Each line ends with the Löwdin charge.
Cartesian coordinates (Å):
C  -6.657  6.490  3.546  -0.117
C  -6.349  5.101  4.091  -0.279
C  -6.475  4.009  3.032  -0.240
C  -6.180  2.610  3.567  -0.209
C  -4.696  2.388  3.917  -0.200
C  -4.120  1.048  3.412  -0.198
C  -3.037  1.209  2.335  -0.203
C  -2.859  -0.029  1.436  -0.186
C  -1.631  -0.898  1.786  -0.188
C  -0.489  -0.836  0.755  -0.213
C  0.198  -2.186  0.533  -0.213
C  0.931  -2.727  1.760  -0.193
C  2.064  -1.856  2.297  -0.142
C  3.212  -1.655  1.296  -0.227
C  3.022  -0.527  0.365  0.056
N  4.019  0.262  0.271  0.026
C  4.032  1.401  -0.665  -0.082
C  3.853  0.969  -2.120  -0.166
C  3.210  2.068  -2.967  -0.157
C  3.225  1.721  -4.458  -0.077
C  2.040  0.863  -4.855  -0.451
F  0.937  1.662  -4.952  0.122
F  1.733  -0.080  -3.920  0.095
C  2.173  0.186  -6.258  -0.423
F  0.954  -0.153  -6.695  0.137
F  2.704  1.093  -7.097  0.133
S  3.214  -1.415  -6.333  0.778
F  3.938  -1.064  -4.942  -0.159
F  2.071  -2.167  -5.534  -0.122
F  2.550  -1.795  -7.709  -0.108
F  4.398  -0.686  -7.095  -0.128
F  4.037  -2.752  -6.372  -0.104
C  5.100  -0.058  1.246  -0.204
C  6.551  0.024  0.772  -0.084
C  6.891  -0.793  -0.455  -0.221
C  7.061  -2.173  -0.395  -0.043
C  7.358  -2.900  -1.535  -0.065
C  7.508  -2.260  -2.753  -0.070
C  7.377  -0.883  -2.821  -0.069
C  7.074  -0.161  -1.678  -0.068
C  4.628  -1.389  1.861  -0.043
H  -5.985  6.741  2.724  0.071
H  -7.676  6.530  3.158  0.072
H  -6.563  7.253  4.318  0.068
H  -5.338  5.092  4.509  0.103
H  -7.033  4.867  4.912  0.110
H  -7.483  4.053  2.611  0.111
H  -5.773  4.223  2.219  0.111
H  -6.805  2.428  4.444  0.111
H  -6.474  1.877  2.813  0.099
H  -4.539  2.482  4.992  0.107
H  -4.125  3.198  3.452  0.097
H  -4.926  0.424  3.024  0.085
H  -3.692  0.499  4.254  0.111
H  -2.092  1.424  2.842  0.105
H  -3.262  2.092  1.732  0.104
H  -3.739  -0.661  1.557  0.074
H  -2.826  0.269  0.387  0.103
H  -1.949  -1.940  1.871  0.110
H  -1.257  -0.584  2.762  0.108
H  0.246  -0.083  1.060  0.092
H  -0.902  -0.514  -0.204  0.108
H  -0.575  -2.909  0.262  0.120
H  0.862  -2.145  -0.338  0.098
H  0.207  -2.893  2.560  0.116
H  1.342  -3.711  1.515  0.119
H  1.681  -0.878  2.600  0.122
H  2.479  -2.338  3.182  0.123
H  3.252  -2.536  0.640  0.169
H  2.128  -0.335  -0.218  0.153
H  3.238  2.082  -0.354  0.143
H  4.975  1.927  -0.529  0.129
H  3.276  0.048  -2.185  0.109
H  4.829  0.742  -2.542  0.095
H  2.197  2.286  -2.626  0.127
H  3.789  2.986  -2.836  0.128
H  3.184  2.625  -5.064  0.140
H  4.162  1.224  -4.700  0.121
H  5.003  0.719  2.016  0.163
H  6.836  1.061  0.600  0.118
H  7.140  -0.331  1.619  0.138
H  6.988  -2.695  0.550  0.108
H  7.494  -3.971  -1.476  0.112
H  7.746  -2.823  -3.644  0.111
H  7.522  -0.360  -3.757  0.112
H  7.005  0.919  -1.735  0.113
H  4.684  -1.369  2.945  0.133
H  5.264  -2.200  1.511  0.100
C  -7.101  -1.689  0.229  0.021
C  -8.060  -2.204  -0.536  0.026
C  -8.541  -3.596  -0.335  -0.383
O  -9.410  -4.067  -1.033  0.119
C  -7.913  -4.388  0.755  0.026
C  -6.954  -3.871  1.519  0.020
C  -6.474  -2.483  1.314  -0.376
O  -5.599  -2.010  2.010  0.084
H  -6.734  -0.678  0.104  0.121
H  -8.534  -1.647  -1.333  0.124
H  -8.283  -5.397  0.885  0.124
H  -6.483  -4.426  2.320  0.122